Density functional theory data (ωB97M-V with the def2-TZVPD basis set) for C5H8N2 in the gas phase.

ORCA input file:
```
! wB97M-V def2-TZVPD RIJCOSX def2/J DEFGRID3
* xyz 0 1
C -0.832 -1.200 0.614
N -0.307 -0.743 -0.719
C 0.910 -1.183 -0.120
C 1.821 -0.133 0.066
C 1.121 1.031 -0.133
C -0.248 0.656 -0.345
N -1.258 1.479 -0.892
H -1.828 -0.802 0.832
H -0.865 -2.287 0.733
H -0.422 0.298 0.922
H 1.142 -2.241 -0.155
H 2.837 -0.234 0.424
H 1.453 2.042 0.077
H -2.142 0.982 -0.940
H -1.381 2.335 -0.365
*
```

Results
LUMO energy in eV: 0.820
Kohn-Sham gap in eV: 8.7
Relative energy (zero: lowest compared OMol25 entry of this formula, charge and spin) in kcal per mole: 114.9
SMILES string: N[C@@H]1C=C[C@H]2CN12
Highest occupied orbital energy in eV: -7.9

=====

Density functional theory data (ωB97M-V with the def2-TZVPD basis set) for a molecular structure, C56H43AlAsF5NP2SSe at a distorted geometry.

ORCA input file:
```
! wB97M-V def2-TZVPD RIJCOSX def2/J DEFGRID3
* xyz 1 1
Al -0.386 -0.502 0.072
C -0.490 2.069 -2.577
N -1.186 2.967 -1.695
C -2.360 2.397 -1.080
P -1.997 1.457 0.492
C -3.650 0.866 0.986
C -4.811 1.074 0.247
C -6.020 0.575 0.703
C -6.083 -0.168 1.871
C -4.929 -0.395 2.603
C -3.728 0.136 2.172
C -1.706 2.860 1.620
C -2.703 3.380 2.438
C -2.430 4.473 3.241
C -1.172 5.053 3.230
C -0.179 4.544 2.406
C -0.444 3.450 1.601
C -1.356 4.310 -2.139
C -1.357 4.666 -3.483
C -1.517 5.991 -3.850
C -1.685 6.971 -2.888
C -1.705 6.618 -1.550
C -1.540 5.298 -1.175
P 0.649 0.894 -1.698
C 2.084 1.866 -1.169
C 2.119 3.256 -1.127
C 3.308 3.896 -0.814
C 4.452 3.164 -0.535
C 4.411 1.777 -0.553
C 3.230 1.130 -0.864
C 1.324 0.084 -3.188
C 2.289 0.741 -3.950
C 2.744 0.176 -5.125
C 2.233 -1.036 -5.561
C 1.271 -1.689 -4.809
C 0.823 -1.137 -3.621
H 0.139 2.631 -3.274
H -1.177 1.419 -3.153
H -2.864 1.699 -1.772
H -3.052 3.202 -0.807
H -4.787 1.619 -0.683
H -6.919 0.769 0.139
H -7.027 -0.562 2.210
H -4.960 -0.981 3.510
H -2.836 -0.006 2.765
H -3.689 2.940 2.442
H -3.206 4.871 3.877
H -0.965 5.906 3.858
H 0.799 5.002 2.398
H 0.306 3.064 0.916
H -1.254 3.916 -4.253
H -1.525 6.252 -4.896
H -1.812 8.000 -3.180
H -1.848 7.370 -0.789
H -1.545 5.024 -0.130
H 1.234 3.834 -1.347
H 3.342 4.974 -0.798
H 5.378 3.672 -0.310
H 5.298 1.202 -0.338
H 3.194 0.049 -0.920
H 2.688 1.689 -3.618
H 3.496 0.685 -5.707
H 2.585 -1.470 -6.483
H 0.865 -2.629 -5.146
H 0.084 -1.657 -3.026
S 1.057 -2.226 0.017
C 2.535 -1.793 0.908
C 3.658 -2.569 0.648
C 4.842 -2.330 1.317
C 4.910 -1.320 2.263
C 3.794 -0.544 2.517
C 2.595 -0.761 1.846
As 1.056 0.369 2.125
C 0.105 -0.620 3.492
C -0.930 0.038 4.153
C -1.703 -0.634 5.084
C -1.446 -1.968 5.360
C -0.413 -2.624 4.713
C 0.361 -1.954 3.781
C 1.878 1.796 3.189
C 2.624 2.750 2.509
C 3.265 3.766 3.195
C 3.162 3.837 4.576
C 2.437 2.876 5.262
C 1.794 1.858 4.573
H 3.583 -3.359 -0.082
H 5.711 -2.931 1.101
H 5.828 -1.136 2.799
H 3.854 0.252 3.250
H -1.111 1.090 3.931
H -2.508 -0.120 5.591
H -2.053 -2.498 6.078
H -0.213 -3.662 4.926
H 1.170 -2.469 3.274
H 2.710 2.680 1.433
H 3.844 4.500 2.653
H 3.653 4.635 5.115
H 2.375 2.915 6.340
H 1.249 1.100 5.123
F -4.410 -5.541 1.981
C -3.899 -4.599 1.191
C -4.209 -4.582 -0.172
F -4.981 -5.533 -0.689
C -3.709 -3.566 -0.974
F -4.011 -3.509 -2.269
C -2.869 -2.578 -0.458
Se -2.161 -1.228 -1.540
C -2.563 -2.639 0.894
F -1.696 -1.680 1.377
C -3.061 -3.623 1.729
F -2.767 -3.624 3.030
*
```

Results
LUMO energy in eV: -2.214
Kohn-Sham gap in eV: 8.2
Relative energy (zero: lowest compared OMol25 entry of this formula, charge and spin) in kcal per mole: 0.0
Highest occupied orbital energy in eV: -10.4

=====

Density functional theory data (ωB97M-V with the def2-TZVPD basis set) for a molecular structure, C19H33LaN5O6PS6Te at a distorted geometry.

ORCA input file:
```
! wB97M-V def2-TZVPD RIJCOSX def2/J DEFGRID3
* xyz 0 1
La -16.234 -10.804 5.008
S -16.367 -12.467 2.355
S -17.864 -13.851 2.735
S -17.215 -14.859 4.451
S -16.990 -13.421 5.911
C -12.055 -13.544 5.012
C -13.313 -12.760 4.662
N -13.428 -11.677 5.707
C -13.365 -12.190 7.047
C -12.057 -12.818 7.381
N -11.259 -12.898 6.114
C -10.945 -11.488 5.568
C -12.291 -10.710 5.539
H -11.408 -13.625 4.127
H -12.353 -14.584 5.292
H -14.207 -13.396 4.718
H -13.095 -12.289 3.708
H -14.211 -12.959 7.094
H -13.571 -11.385 7.741
H -12.175 -13.792 7.821
H -11.550 -12.235 8.160
H -10.411 -13.452 6.236
H -10.582 -11.595 4.557
H -10.181 -11.012 6.178
H -12.439 -10.209 4.582
H -12.451 -9.885 6.288
C -21.119 -11.756 6.918
N -20.020 -11.323 6.172
C -20.038 -11.295 4.808
N -20.761 -12.250 4.164
S -19.014 -10.144 4.045
H -20.984 -12.638 7.501
H -22.018 -11.856 6.369
H -21.311 -11.018 7.734
H -19.409 -10.553 6.517
H -21.173 -12.983 4.708
H -20.570 -12.404 3.183
C -17.624 -5.845 7.078
C -18.527 -7.024 7.230
O -18.016 -7.930 8.312
P -17.037 -9.170 8.037
O -17.432 -10.134 6.873
Te -14.723 -8.522 7.577
O -17.196 -9.923 9.365
C -16.881 -11.318 9.802
C -18.036 -11.720 10.679
H -18.024 -5.068 6.411
H -16.684 -6.155 6.613
H -17.441 -5.372 8.059
H -18.570 -7.636 6.325
H -19.555 -6.751 7.553
H -15.993 -11.154 10.400
H -16.773 -11.873 8.875
H -18.335 -10.893 11.305
H -17.844 -12.559 11.357
H -18.872 -12.045 10.067
O -12.495 -10.167 2.481
S -13.782 -9.655 2.154
O -14.473 -10.271 1.042
N -14.798 -9.627 3.442
C -15.389 -8.375 3.600
O -16.327 -8.165 4.385
C -14.706 -7.331 2.804
C -15.004 -5.943 2.780
C -14.003 -5.166 2.253
C -12.815 -5.687 1.670
C -12.676 -7.042 1.508
C -13.691 -7.861 2.058
H -16.008 -5.581 3.100
H -13.956 -4.109 2.319
H -12.084 -5.010 1.249
H -11.867 -7.547 1.004
*
```

Results
LUMO energy in eV: -0.740
Kohn-Sham gap in eV: 5.2
Relative energy (zero: lowest compared OMol25 entry of this formula, charge and spin) in kcal per mole: 0.0
Highest occupied orbital energy in eV: -5.9